Record 1
The following is a DFT calculation (wB97M-V/def2-TZVPD) of the molecule C8H10 in a non-equilibrium geometry.

XYZ file:
```
18
Properties=species:S:1:pos:R:3:forces:R:3
H 3.086 -0.815 0.473 -2.37 0.28 -0.90
C -0.141 0.099 -0.529 -4.29 -1.39 2.50
C -1.731 1.965 -1.194 -1.68 1.14 1.63
H -0.925 2.734 -0.848 -1.58 -1.28 -0.72
C -1.041 0.675 -1.627 0.95 -1.87 0.45
C -0.807 -0.370 0.705 3.91 -0.26 -0.88
H 1.800 0.202 -1.518 -1.41 -0.72 1.29
H -1.667 -0.211 -1.979 0.04 1.42 0.60
H -0.379 0.821 -2.495 -0.27 0.55 0.16
H -2.270 2.301 -2.103 0.26 0.45 0.69
H -2.642 1.954 -0.261 2.98 -0.47 -2.75
C -0.028 -0.951 1.741 -6.14 0.64 1.37
H -1.804 -0.558 0.917 -2.22 0.80 -0.52
C 1.925 -0.704 0.403 1.70 -1.22 2.11
C 1.268 -1.129 1.569 3.79 -0.67 0.49
H -0.732 -1.224 2.744 2.58 0.41 -2.75
C 1.172 -0.182 -0.618 3.68 1.87 -2.50
H 1.833 -1.625 2.364 0.09 0.31 -0.27
```
Forces are in eV/Å.

Calculated values
2S+1: 1
SMILES: CCc1ccccc1

For reference, the natural (NBO) charges in units of e are: 0.2245, -0.0125, -0.6052, 0.2201, -0.4386, -0.2147, 0.2073, 0.2208, 0.2119, 0.2136, 0.2093, -0.1923, 0.2099, -0.1974, -0.2498, 0.2098, -0.2282, 0.2116



Record 2
The following is a DFT calculation (wB97M-V/def2-TZVPD) of a structure of composition CH3N2O6S in a non-equilibrium geometry.

XYZ file:
```
13
Properties=species:S:1:pos:R:3:forces:R:3
H -0.275 0.852 -0.382 -0.20 0.60 -0.08
O -0.730 0.231 0.193 -0.37 -0.43 0.73
N 3.599 0.650 -0.093 1.88 0.47 1.02
O 4.404 0.813 0.813 0.73 0.26 0.63
H -0.451 -1.804 0.542 1.47 1.65 -0.59
O 1.105 1.293 -1.625 -0.39 0.79 -0.48
H 0.970 -0.597 0.929 -0.07 -0.70 0.08
N 2.614 -0.109 0.069 -2.79 -1.30 -1.06
O 3.706 1.160 -1.200 1.28 2.17 -1.92
O 0.621 -1.035 -1.035 2.21 -0.40 -2.30
O 2.492 -0.635 -2.507 -0.64 0.16 -0.69
S 1.809 0.065 -1.472 0.94 -2.90 2.14
C 0.199 -0.869 0.221 -4.06 -0.37 2.53
```
Forces are in eV/Å.

Calculated values
2S+1: 1
total charge: -1

For reference, the natural (NBO) charges in units of e are: 0.4798, -0.7757, 0.5882, -0.4975, 0.1326, -0.9526, 0.2027, -0.6337, -0.5156, -0.7062, -0.9212, 2.4034, 0.1956



These records have lowest unoccupied orbital energy values of 1.02; 3.88 eV, in the order they appear.
These records have energy relative to the best compared isomer or geometry (same formula, charge and spin) values of 51.3; 64.4 kcal/mol, in the order they appear.